# 1
The following is a quantum chemistry calculation of a structure of composition C23H42Cl3GaN4O3Si at a distorted geometry, from OMol25.

```
77
Properties=species:S:1:pos:R:3
C 1.213 6.293 -4.573
C 2.668 6.632 -4.570
H 0.642 7.059 -4.030
H 1.031 5.324 -4.093
H 0.825 6.260 -5.603
C 3.082 7.882 -4.838
C 2.163 9.017 -5.114
H 4.142 8.118 -4.912
H 1.400 9.141 -4.334
H 1.645 8.909 -6.077
H 2.746 9.942 -5.155
Ga 1.048 1.542 -2.101
Cl -0.770 0.278 -2.203
Cl 2.106 1.084 -4.020
C 3.143 -0.215 -1.376
O 2.427 0.738 -0.931
N 4.343 -0.456 -0.867
C 4.745 0.235 0.354
C 5.371 -1.043 -1.714
H 2.813 -0.853 -2.202
H 3.973 0.096 1.118
H 4.898 1.311 0.183
H 5.679 -0.226 0.679
H 4.895 -1.786 -2.361
H 6.128 -1.507 -1.078
H 5.854 -0.285 -2.352
H -3.088 2.771 1.413
H -0.355 4.729 -0.102
C -2.185 2.984 2.001
C -0.447 4.485 0.963
N -1.035 3.158 1.130
H -2.009 2.136 2.673
C -0.513 2.109 0.505
O 0.572 2.155 -0.124
H 0.554 4.540 1.413
H -1.080 1.174 0.579
H -2.317 3.912 2.558
H -1.119 5.184 1.464
O 3.355 5.145 -2.874
C 3.639 5.510 -4.224
C 5.693 6.878 -3.679
C 5.109 5.840 -4.409
H 5.059 7.506 -3.047
C 7.077 7.079 -3.731
H 3.356 4.653 -4.855
C 5.885 5.078 -5.289
H 7.521 7.842 -3.089
C 7.859 6.304 -4.589
C 7.257 5.326 -5.386
H 5.379 4.307 -5.880
H 8.939 6.461 -4.622
H 7.852 4.734 -6.083
Si 4.102 4.312 -1.625
Cl 1.080 3.831 -2.262
C 5.279 5.602 -0.874
C 5.102 2.936 -2.383
C 3.286 3.862 0.009
H 6.134 5.835 -1.517
H 5.658 5.233 0.088
H 4.727 6.534 -0.686
H 3.104 4.786 0.576
H 3.978 3.253 0.610
H 2.341 3.322 -0.081
H 5.806 3.351 -3.117
H 4.468 2.205 -2.899
H 5.698 2.421 -1.618
C -1.901 -3.186 0.426
N -2.308 -2.336 1.546
C -3.342 -2.812 2.466
C -1.598 -1.275 1.858
N -0.968 -0.326 2.156
H -2.744 -3.847 0.192
H -1.025 -3.800 0.687
H -1.637 -2.560 -0.437
H -2.907 -3.214 3.395
H -4.006 -1.979 2.738
H -3.904 -3.600 1.954
```

Energy above the lowest of the compared OMol25 structures with the same formula, charge and spin: 0.459 eV
Largest force on an atom: 0.0440 Eh/bohr
Frontier orbital gap: 8.63 eV
Calculated total energy: -4941.357167 Ha

=====

# 2
The following is a quantum chemistry calculation of a structure of composition C23H42N2O3P2Pb at a distorted geometry, from OMol25.

```
73
Properties=species:S:1:pos:R:3
P 0.621 -2.348 -3.305
P 3.773 -1.403 -1.019
C 2.405 -1.974 -3.507
C 3.385 -2.481 -2.423
H 2.485 -0.886 -3.665
H 2.684 -2.455 -4.458
H 3.040 -3.434 -1.998
H 4.336 -2.722 -2.924
C 4.747 -0.015 -1.634
H 4.601 0.846 -0.962
H 4.449 0.268 -2.655
H 5.820 -0.282 -1.629
C 4.851 -2.345 0.047
H 5.893 -2.242 -0.293
H 4.600 -3.415 0.059
H 4.789 -1.964 1.069
C -0.291 -1.150 -4.296
H -1.340 -1.051 -3.992
H -0.272 -1.538 -5.329
H 0.177 -0.157 -4.307
C 0.431 -3.922 -4.184
H 0.889 -4.765 -3.661
H 0.930 -3.809 -5.152
H -0.629 -4.146 -4.354
Pb -1.002 2.150 -1.185
C 1.895 -1.188 1.301
C 2.423 -0.767 0.007
C 1.234 -0.324 -0.948
C 0.031 -1.257 -0.997
C 0.295 -2.736 -1.490
C 1.257 -3.553 -0.755
C 1.433 -3.604 0.682
C 1.092 -2.345 1.590
C -2.971 1.233 -1.548
H 2.189 -0.587 2.162
H 2.891 0.213 0.280
H 1.582 -0.055 -1.960
H 0.908 0.614 -0.482
H -0.427 -1.279 -0.004
H -0.748 -0.819 -1.655
H -0.708 -3.209 -1.482
H 1.623 -4.448 -1.264
H 2.521 -3.817 0.840
H 0.871 -4.447 1.140
H 0.012 -2.122 1.572
H 1.276 -2.648 2.643
H -3.083 0.323 -0.952
H -3.127 1.027 -2.619
H -3.668 2.005 -1.192
C -4.950 3.645 3.993
C -4.219 3.340 2.693
C -2.667 3.213 2.821
C -2.047 4.513 3.427
C -2.578 5.796 2.829
C -2.351 2.048 3.764
O -2.323 2.145 4.986
N -2.195 0.815 3.152
C -1.698 0.622 1.878
O -1.559 -0.521 1.441
N -1.425 1.764 1.169
C -2.068 2.924 1.437
O -2.148 3.768 0.492
H -4.473 3.152 4.845
H -5.979 3.280 3.922
H -4.990 4.719 4.195
H -4.589 2.384 2.297
H -4.429 4.104 1.932
H -2.216 4.521 4.514
H -0.959 4.430 3.303
H -3.575 6.021 3.214
H -1.922 6.628 3.095
H -2.636 5.723 1.741
H -2.181 -0.004 3.747
```

Net charge: +2
Largest force on an atom: 0.0652 Eh/bohr
Frontier orbital gap (spin up / spin down): 7.14 / 7.31 eV
Calculated total energy: -2111.752756 Ha

=====

# 3
The following is a quantum chemistry calculation of a cluster of 9 separate species, C23H42N4O15 in total at a distorted geometry, from OMol25.

```
84
Properties=species:S:1:pos:R:3
C 7.534 -22.259 -4.486
O 7.624 -20.902 -4.962
C 6.550 -20.242 -5.385
O 5.516 -20.860 -5.640
O 6.861 -18.963 -5.547
C 5.884 -18.085 -6.101
H 6.757 -22.378 -3.769
H 8.469 -22.298 -3.936
H 7.442 -22.994 -5.287
H 5.400 -17.530 -5.313
H 5.230 -18.614 -6.859
H 6.466 -17.431 -6.700
C 0.079 -21.322 -3.833
O 0.463 -20.938 -2.532
C -0.070 -19.807 -2.040
O -1.069 -19.315 -2.530
O 0.614 -19.375 -1.055
C 0.205 -18.080 -0.508
H 0.663 -20.815 -4.570
H -0.984 -21.273 -4.054
H 0.412 -22.393 -3.846
H 0.632 -17.349 -1.191
H 0.639 -17.979 0.458
H -0.910 -18.005 -0.480
C -1.365 -20.686 -10.331
O -1.800 -21.999 -10.843
C -2.918 -22.452 -10.224
O -3.545 -21.917 -9.317
O -3.124 -23.686 -10.715
C -4.225 -24.428 -10.073
H -0.975 -20.800 -9.293
H -2.131 -19.896 -10.296
H -0.587 -20.424 -11.033
H -5.108 -23.870 -10.306
H -4.054 -24.376 -9.025
H -4.162 -25.476 -10.365
C 4.525 -26.699 -9.381
O 3.981 -25.494 -8.896
C 3.515 -25.590 -7.664
O 3.462 -26.546 -6.963
O 2.978 -24.394 -7.341
C 2.355 -24.317 -6.001
H 3.836 -27.526 -9.498
H 5.341 -27.020 -8.784
H 4.897 -26.502 -10.408
H 1.352 -23.866 -6.035
H 2.997 -23.640 -5.462
H 2.214 -25.276 -5.567
C 3.414 -14.450 -2.638
O 3.519 -15.430 -3.666
C 2.811 -16.573 -3.452
O 1.818 -16.649 -2.757
O 3.427 -17.608 -4.102
C 2.662 -18.859 -4.146
H 3.367 -14.811 -1.627
H 2.507 -13.883 -2.768
H 4.240 -13.797 -2.760
H 3.339 -19.609 -4.445
H 1.791 -18.713 -4.800
H 2.325 -19.108 -3.092
C 3.362 -16.668 -8.216
C 2.502 -16.888 -9.398
N 1.832 -17.159 -10.275
H 4.396 -16.437 -8.452
H 3.372 -17.592 -7.668
H 3.059 -15.935 -7.497
C 0.915 -25.765 -10.493
C 1.813 -24.778 -11.057
N 2.339 -23.830 -11.487
H -0.092 -25.331 -10.438
H 1.261 -26.109 -9.541
H 0.899 -26.605 -11.123
C -2.071 -23.008 -6.399
C -1.190 -23.647 -7.300
N -0.615 -24.299 -8.037
H -3.086 -23.336 -6.531
H -2.086 -21.912 -6.625
H -1.866 -23.276 -5.381
C 2.799 -21.602 -8.873
C 2.223 -21.092 -7.658
N 1.669 -20.698 -6.684
H 2.371 -22.601 -9.077
H 3.886 -21.764 -8.694
H 2.585 -20.940 -9.759
```

Energy above the lowest of the compared OMol25 structures with the same formula, charge and spin: 0.000 eV
Largest force on an atom: 0.0935 Eh/bohr
Frontier orbital gap: 10.89 eV
Calculated total energy: -2249.149903 Ha
SMILES: COC(=O)OC.COC(=O)OC.COC(=O)OC.COC(=O)OC.COC(=O)OC.CC#N.CC#N.CC#N.CC#N

=====

# 4
The following is a quantum chemistry calculation of a structure of composition C23H42NO3P2Pb at a distorted geometry, from OMol25.

```
72
Properties=species:S:1:pos:R:3
C -0.823 0.949 -4.224
C -0.844 0.411 -2.928
N -0.022 0.912 -1.959
C 0.829 1.942 -2.238
C 0.902 2.485 -3.527
C 0.064 1.986 -4.532
C -1.723 -0.758 -2.562
P -2.013 -0.824 -0.724
Pb 0.000 0.000 0.000
P 1.926 1.190 0.229
C 1.630 2.496 -1.082
O -0.557 -3.693 -2.958
O 0.611 -3.730 -0.494
H -1.491 0.536 -4.985
H 1.599 3.303 -3.729
H 0.100 2.404 -5.543
C -3.514 0.205 -0.436
C -2.582 -2.534 -0.382
H 2.551 2.995 -1.431
H 1.007 3.254 -0.567
H -1.192 -1.717 -2.780
H -2.653 -0.757 -3.158
C 2.293 2.150 1.752
C 3.548 0.439 -0.219
H 0.712 -2.730 -0.504
H 0.324 -3.904 0.421
H -0.200 -3.858 -2.044
H 0.258 -3.568 -3.477
H -0.783 1.295 0.722
H 0.856 -1.304 -0.685
H -4.389 -0.180 -0.989
H -3.732 0.214 0.645
H -3.290 1.238 -0.749
H -3.449 -2.815 -1.004
H -1.737 -3.211 -0.572
H -2.849 -2.590 0.687
H 4.364 1.182 -0.245
H 3.784 -0.343 0.523
H 3.441 -0.046 -1.203
H 3.165 2.816 1.633
H 1.395 2.731 2.016
H 2.484 1.429 2.564
C 2.996 -1.437 2.730
C 2.045 -2.078 3.721
C 2.891 -2.673 4.866
C 0.938 -1.102 4.164
C 0.834 -0.743 5.528
C -0.194 0.059 5.988
C -1.172 0.493 5.119
C -1.123 0.171 3.751
C -2.313 0.546 2.912
C -3.567 -0.198 3.418
C -2.555 2.058 2.859
C -0.030 -0.587 3.230
O 0.101 -0.912 1.895
H 3.514 -0.565 3.183
H 2.414 -1.130 1.856
H 3.758 -2.168 2.383
H 1.544 -2.937 3.225
H 3.467 -1.881 5.393
H 2.243 -3.210 5.590
H 3.621 -3.409 4.464
H 1.535 -1.085 6.273
H -0.255 0.310 7.039
H -1.994 1.065 5.531
H -2.123 0.171 1.916
H -3.834 0.099 4.453
H -4.444 0.013 2.774
H -3.387 -1.296 3.401
H -1.654 2.582 2.479
H -3.405 2.277 2.178
H -2.806 2.462 3.862
```

Net charge: +1
Largest force on an atom: 0.1580 Eh/bohr
Frontier orbital gap: 6.66 eV
Calculated total energy: -2057.233820 Ha

=====

# 5
The following is a quantum chemistry calculation of a structure of composition C23H43BrCl2N3O4SiSn at a distorted geometry, from OMol25.

```
78
Properties=species:S:1:pos:R:3
C 3.225 -2.150 -6.916
C 2.630 -1.456 -8.100
H 3.257 -3.231 -7.083
H 2.645 -1.962 -6.004
H 4.257 -1.796 -6.743
C 2.611 -1.975 -9.341
C 3.194 -3.293 -9.729
H 2.201 -1.395 -10.179
H 2.946 -4.098 -9.021
H 4.288 -3.257 -9.845
H 2.778 -3.586 -10.703
Sn 0.394 0.082 -0.674
Cl 1.962 -0.821 -2.274
C -0.274 2.572 -2.337
O -0.775 1.498 -1.861
N -1.020 3.430 -3.015
C -2.450 3.205 -3.270
C -0.368 4.534 -3.711
H 0.787 2.821 -2.203
H -2.941 2.793 -2.380
H -2.603 2.540 -4.134
H -2.883 4.181 -3.510
H 0.547 4.773 -3.159
H -1.043 5.397 -3.724
H -0.116 4.260 -4.748
H -3.425 2.011 2.547
H -1.622 2.031 4.640
C -3.188 0.940 2.558
C -1.488 0.968 4.380
N -1.802 0.739 2.973
H -3.338 0.512 1.566
C -0.869 0.549 2.057
O -1.166 0.583 0.815
H -0.450 0.668 4.567
H 0.162 0.333 2.361
H -3.841 0.453 3.283
H -2.164 0.374 5.008
H 0.518 -4.989 -0.895
H 0.227 -2.938 -3.191
C -0.579 -4.837 -0.917
C -0.719 -3.453 -2.986
N -0.931 -3.572 -1.549
H -0.977 -4.842 0.106
C -1.224 -2.496 -0.839
O -1.190 -1.317 -1.338
H -1.553 -2.916 -3.454
H -1.483 -2.643 0.215
H -1.016 -5.662 -1.497
H -0.674 -4.470 -3.385
O 0.939 -0.353 -6.896
C 2.007 -0.096 -7.797
C 0.461 0.296 -9.770
C 1.588 0.680 -9.042
H -0.154 -0.526 -9.393
C 0.151 0.946 -10.972
H 2.761 0.486 -7.247
C 2.400 1.732 -9.497
H -0.749 0.654 -11.510
C 0.994 1.947 -11.462
C 2.110 2.357 -10.715
H 3.258 2.029 -8.890
H 0.785 2.414 -12.427
H 2.756 3.159 -11.079
Si -0.406 0.327 -6.189
Cl 1.009 -1.730 0.862
C -1.933 -0.426 -6.971
C -0.323 2.175 -6.379
C -0.263 -0.216 -4.426
H -1.987 -0.206 -8.047
H -2.832 -0.015 -6.489
H -1.936 -1.522 -6.853
H 0.161 -1.226 -4.374
H -1.232 -0.205 -3.904
H 0.448 0.415 -3.872
H -0.215 2.456 -7.441
H 0.573 2.540 -5.852
H -1.214 2.694 -5.989
Br 1.967 1.848 0.310
```

Net charge: -1
Largest force on an atom: 0.0967 Eh/bohr
Frontier orbital gap (spin up / spin down): 2.75 / 2.75 eV
Calculated total energy: -5365.748107 Ha

=====

# 6
The following is a quantum chemistry calculation of a structure of composition C23H43Cl3N3NiO8Si at a distorted geometry, from OMol25.

```
82
Properties=species:S:1:pos:R:3
C -1.710 -0.499 -4.618
C -1.130 -1.697 -3.947
H -1.311 -0.362 -5.621
H -1.489 0.388 -4.028
H -2.804 -0.583 -4.691
C -0.655 -2.772 -4.602
C -0.609 -2.923 -6.086
H -0.322 -3.652 -4.042
H -0.670 -1.949 -6.590
H -1.429 -3.563 -6.452
H 0.332 -3.403 -6.388
Ni -0.136 0.964 -0.945
Cl -2.329 1.352 -0.895
C -0.319 -2.014 1.337
O 0.573 -1.699 0.548
N -0.118 -2.843 2.395
C 1.248 -3.229 2.696
C -1.168 -3.664 2.939
H -1.376 -1.689 1.222
H 1.879 -2.336 2.622
H 1.615 -3.991 1.987
H 1.271 -3.624 3.716
H -2.135 -3.217 2.692
H -1.066 -3.706 4.032
H -1.134 -4.691 2.531
H 1.137 2.490 4.461
H -1.292 4.385 4.604
C 1.277 3.295 3.725
C -0.828 4.653 3.642
N -0.006 3.586 3.079
H 1.998 3.005 2.955
C -0.411 2.772 2.147
O 0.474 1.860 1.781
H -1.598 4.916 2.918
H -1.392 2.845 1.681
H 1.600 4.215 4.212
H -0.197 5.529 3.797
H 1.417 0.050 -3.842
H 2.377 -2.428 -3.409
C 2.379 0.360 -3.403
C 3.212 -1.902 -2.919
N 2.796 -0.607 -2.405
H 2.285 1.343 -2.936
C 2.556 -0.370 -1.105
O 1.943 0.647 -0.689
H 3.614 -2.518 -2.107
H 2.995 -1.122 -0.423
H 3.133 0.381 -4.195
H 3.986 -1.757 -3.682
O -0.081 -0.677 -2.115
C -1.050 -1.574 -2.413
C 0.247 -3.593 -1.482
C -0.966 -2.934 -1.680
H 1.174 -3.100 -1.772
C 0.285 -4.858 -0.859
H -2.018 -1.114 -2.138
C -2.156 -3.548 -1.299
H 1.240 -5.363 -0.700
C -0.914 -5.436 -0.435
C -2.123 -4.791 -0.673
H -3.098 -3.027 -1.503
H -0.913 -6.437 0.010
H -3.074 -5.246 -0.370
Si -0.215 4.598 -2.552
Cl -0.155 2.616 -3.375
C 1.588 4.930 -2.144
C -1.460 4.696 -1.168
C -0.804 6.008 -3.649
H 2.091 4.016 -1.797
H 1.700 5.721 -1.391
H 2.085 5.269 -3.069
H -0.121 6.206 -4.482
H -0.865 6.936 -3.057
H -1.807 5.822 -4.047
H -1.263 3.979 -0.362
H -2.463 4.493 -1.568
H -1.462 5.715 -0.739
O -1.418 -1.076 4.761
Cl -0.530 -0.073 4.092
O -0.698 1.241 4.823
O 0.885 -0.548 4.264
O -0.167 0.780 1.068
```

Net charge: -1
Energy above the lowest of the compared OMol25 structures with the same formula, charge and spin: 0.000 eV
Largest force on an atom: 0.0430 Eh/bohr
Frontier orbital gap (spin up / spin down): 7.35 / 7.39 eV
Multiplicity: 3
Calculated total energy: -4846.588329 Ha